# 1
Formula: C6H10
Source: OMol25
Level of theory: ωB97M-V/def2-TZVPD

Computed properties:
lowest unoccupied orbital energy: 1.172 eV
energy relative to the best compared isomer or geometry (same formula, charge and spin): 208.4 kJ/mol
calculated total energy: -6381.70000 eV

CARTESIAN COORDINATES (ANGSTROEM)
C: 2.228 0.307 0.257
C: 0.675 0.299 0.165
C: 0.005 1.400 -0.164
C: -1.378 0.871 -0.336
C: -0.824 -0.369 0.405
C: -0.963 -1.707 -0.205
H: 2.793 -0.289 -0.483
H: 2.584 1.343 0.080
H: 2.622 0.014 1.233
H: 0.324 2.419 -0.077
H: -2.179 1.467 0.112
H: -1.645 0.655 -1.383
H: -1.279 -0.372 1.420
H: -2.022 -1.985 -0.185
H: -0.588 -1.660 -1.231
H: -0.353 -2.393 0.391

Mulliken atomic charge list, values in e, 5 entries: -1.064, 0.001, -0.253, -0.731, 0.414

# 2
Formula: Fe2N3O9
Source: OMol25
Level of theory: ωB97M-V/def2-TZVPD

Computed properties:
lowest unoccupied orbital energy (spin up / spin down): -9.087 / -9.693 eV
2S+1: 9
charge: +1
calculated total energy: -91645.01397 eV
<S²>: 20.417

CARTESIAN COORDINATES (ANGSTROEM)
Fe: 4.400 -3.176 -1.248
Fe: -0.927 0.504 -1.001
N: -0.250 3.549 0.220
O: -1.145 4.218 0.638
O: -0.353 2.332 -0.016
O: 0.731 4.190 -0.221
N: -2.085 -1.729 1.129
O: -1.409 -2.203 2.001
O: -3.310 -1.948 1.009
O: -1.476 -1.031 0.240
N: 1.463 -1.215 -0.666
O: 0.906 -1.667 -1.674
O: 2.521 -1.663 -0.160
O: 0.934 -0.161 -0.252

Mulliken atomic charge list, values in e, 5 entries: 1.075, 1.237, 0.926, -0.417, -0.500

# 3
Formula: C7H14N3
Source: OMol25
Level of theory: ωB97M-V/def2-TZVPD

Computed properties:
lowest unoccupied orbital energy (spin up / spin down): -3.138 / -6.170 eV
2S+1: 3
energy relative to the best compared isomer or geometry (same formula, charge and spin): 322.0 kJ/mol
charge: +1
calculated total energy: -11941.62388 eV
<S²>: 2.007

CARTESIAN COORDINATES (ANGSTROEM)
C: -2.680 -0.619 -0.336
C: -1.474 1.047 0.835
C: -0.212 0.851 0.017
C: 0.488 -0.483 0.104
C: 0.298 2.139 -0.562
C: 1.953 -0.792 -0.334
C: 0.038 -1.331 1.334
N: -2.610 0.293 0.556
N: -1.645 -0.930 -1.173
N: -0.412 -0.236 -1.033
H: -3.593 -1.144 -0.589
H: -1.106 0.906 1.883
H: -1.717 2.073 0.799
H: 1.136 2.021 -1.310
H: 0.589 2.660 0.346
H: -0.383 2.969 -0.790
H: 2.508 0.155 -0.764
H: 1.913 -1.620 -1.011
H: 2.487 -1.343 0.463
H: 0.228 -2.303 1.220
H: -1.020 -1.301 1.251
H: 0.411 -0.905 2.271
H: -1.807 -1.718 -1.807
H: 0.142 -0.141 -1.985

Mulliken atomic charge list, values in e, 5 entries: -0.335, -0.909, 0.940, 1.199, -1.711

# 4
Formula: C27H28F4IN6O2Ta
Source: OMol25
Level of theory: ωB97M-V/def2-TZVPD

Computed properties:
lowest unoccupied orbital energy: -7.338 eV
energy relative to the best compared isomer or geometry (same formula, charge and spin): 78.1 kJ/mol
charge: +2
calculated total energy: -61997.36535 eV

CARTESIAN COORDINATES (ANGSTROEM)
Ta: -0.729 -0.323 -0.366
C: -0.806 -2.589 -2.714
N: -0.374 -2.427 -1.305
C: -1.036 -3.514 -0.519
C: 1.084 -2.634 -1.192
C: 1.528 -2.252 0.223
N: 0.546 -1.325 0.864
C: 0.656 -1.409 2.280
C: -0.445 -1.717 3.074
F: -1.632 -1.964 2.503
C: -0.340 -1.838 4.452
F: -1.437 -2.134 5.140
C: 0.868 -1.682 5.094
C: 1.979 -1.413 4.317
F: 3.171 -1.257 4.877
C: 1.876 -1.285 2.945
F: 2.986 -1.005 2.243
H: -0.684 -3.630 -3.021
H: -0.195 -1.974 -3.369
H: -1.858 -2.323 -2.809
H: -0.642 -4.474 -0.858
H: -2.106 -3.504 -0.698
H: -0.840 -3.395 0.541
H: 1.579 -2.034 -1.954
H: 1.336 -3.681 -1.372
H: 2.518 -1.800 0.175
H: 1.617 -3.134 0.858
H: 0.948 -1.783 6.167
C: 0.716 1.767 1.804
N: -0.410 1.352 0.935
C: -1.373 2.270 0.848
C: -2.232 2.249 -0.235
C: -3.394 2.958 -0.601
C: -3.826 2.410 -1.794
C: -2.910 1.395 -2.127
N: -1.939 1.306 -1.210
C: 1.824 2.430 1.020
C: 3.133 1.966 1.118
C: 4.154 2.573 0.390
C: 3.871 3.649 -0.437
C: 2.567 4.128 -0.528
C: 1.553 3.523 0.197
H: 1.101 0.915 2.353
H: 0.320 2.467 2.543
H: -1.427 3.050 1.603
H: -3.841 3.772 -0.052
H: -4.673 2.715 -2.385
H: -2.929 0.761 -3.003
H: 3.369 1.148 1.786
H: 5.170 2.214 0.492
H: 4.665 4.135 -0.990
H: 2.350 4.985 -1.152
H: 0.544 3.912 0.120
C: -4.931 -1.674 0.077
O: -3.736 -1.751 -0.782
C: -2.701 -1.106 -0.395
O: -2.561 -0.433 0.649
H: -4.696 -2.097 1.050
H: -5.683 -2.257 -0.438
H: -5.228 -0.632 0.168
I: 1.584 1.591 -5.834
C: 1.453 1.085 -3.847
C: 2.408 1.281 -2.854
N: 1.914 0.815 -1.713
N: 0.673 0.308 -1.883
C: 0.389 0.494 -3.190
H: 3.386 1.732 -2.893
H: 2.347 0.883 -0.791
H: -0.569 0.214 -3.598

Mulliken atomic charge list, values in e, 5 entries: 1.020, -1.140, 0.133, -1.137, -1.254

# 5
Formula: C4H7N3O
Source: OMol25
Level of theory: ωB97M-V/def2-TZVPD

Computed properties:
lowest unoccupied orbital energy: 0.532 eV
energy relative to the best compared isomer or geometry (same formula, charge and spin): 714.8 kJ/mol
structure (SMILES): CN/N=c1\cc[nH]o1
calculated total energy: -10772.33901 eV

CARTESIAN COORDINATES (ANGSTROEM)
C: 2.590 -0.352 0.333
C: -0.479 -0.379 -0.265
C: -1.123 0.957 -0.053
C: -2.421 0.638 0.047
H: 3.559 0.273 0.552
H: 2.285 -0.358 1.571
H: 2.940 -1.450 -0.104
H: 1.836 0.901 -1.433
H: -0.820 2.096 -0.243
H: -3.388 1.252 0.184
H: -3.295 -1.323 0.491
N: 1.532 0.426 -0.313
N: 0.770 -0.721 -0.581
N: -2.546 -0.662 -0.020
O: -1.441 -1.299 -0.166

Mulliken atomic charge list, values in e, 5 entries: -0.627, 0.460, -0.224, -0.377, 0.300